(1)
ORCA calculation (the ωB97M-V functional and the def2-TZVPD basis) on a molecular structure, C34H72NbO10P2Si at a distorted geometry.

Summary:
DFT total energy: -3119.87079 Ha
Orbital gap: 3.1 eV
Charge: -1
Relative energy (zero: lowest compared OMol25 entry of this formula, charge and spin): 3.339 eV
HOMO energy: -4.698 eV

Last column: Löwdin charge in e.
Geometry (Å):
1 C -1.13 8.96 2.16  -0.153
2 C -0.91 7.98 1.21  -0.316
3 Nb -0.47 5.81 1.82  1.707
4 C -0.68 5.12 -0.35  -0.390
5 C -0.24 3.61 -0.48  -0.324
6 C -0.24 3.07 -1.99  -0.213
7 C 0.89 1.94 -2.04  -0.236
8 C 0.59 0.78 -3.07  -0.201
9 C 1.99 -0.02 -3.23  -0.207
10 C 2.24 -1.04 -2.02  -0.181
11 C 3.57 -1.84 -2.43  -0.212
12 C 4.50 -2.19 -1.20  -0.190
13 C 4.52 -3.78 -0.97  -0.202
14 C 3.95 -4.17 0.47  -0.270
15 C 5.13 -4.41 1.49  -0.138
16 C -2.68 5.34 2.07  -0.305
17 C -3.61 6.61 2.23  -0.341
18 O -4.99 6.12 2.34  -0.270
19 Si -5.54 6.04 3.94  0.433
20 C -4.18 5.80 5.25  -0.181
21 C -6.67 4.48 4.04  -0.188
22 C -6.62 7.54 4.37  -0.186
23 O -0.34 6.50 3.77  -0.454
24 C 0.98 6.81 4.21  -0.364
25 C 1.64 5.68 5.11  -0.231
26 C 1.57 6.01 6.67  -0.128
27 C 0.22 3.77 2.56  -0.308
28 C -0.64 2.72 3.09  -0.134
29 C -0.12 1.44 3.60  -0.109
30 C 1.31 1.15 3.59  -0.121
31 C 2.20 2.17 3.03  -0.112
32 C 1.68 3.44 2.53  -0.160
33 H -1.78 9.83 1.88  0.038
34 H -0.69 8.93 3.18  0.028
35 H -1.01 8.32 0.14  0.019
36 H 1.28 6.18 1.43  -0.082
37 H 0.06 5.72 -0.96  0.033
38 H -1.71 5.34 -0.75  0.034
39 H 0.84 3.54 -0.15  0.082
40 H -0.90 2.91 0.10  0.096
41 H 0.03 3.93 -2.67  0.100
42 H -1.25 2.66 -2.27  0.104
43 H 1.90 2.41 -2.14  0.109
44 H 0.86 1.46 -1.02  0.108
45 H 0.20 1.13 -4.06  0.099
46 H -0.14 0.08 -2.59  0.105
47 H 2.78 0.78 -3.12  0.095
48 H 2.10 -0.48 -4.24  0.100
49 H 1.40 -1.77 -1.87  0.103
50 H 2.48 -0.52 -1.06  0.102
51 H 3.24 -2.72 -3.03  0.096
52 H 4.19 -1.20 -3.12  0.101
53 H 5.57 -1.93 -1.43  0.099
54 H 4.22 -1.66 -0.25  0.099
55 H 5.57 -4.16 -1.04  0.096
56 H 3.87 -4.29 -1.72  0.085
57 H 3.28 -5.06 0.37  0.091
58 H 3.30 -3.34 0.86  0.101
59 H 5.73 -3.48 1.70  0.078
60 H 4.71 -4.75 2.48  0.065
61 H 5.77 -5.25 1.11  0.069
62 H -3.04 4.82 1.13  0.049
63 H -2.89 4.68 2.95  0.014
64 H -3.31 7.27 3.09  0.082
65 H -3.60 7.22 1.29  0.102
66 H -4.69 5.50 6.22  0.039
67 H -3.65 6.76 5.47  0.039
68 H -3.44 4.99 5.03  0.034
69 H -6.28 3.71 3.33  0.029
70 H -7.71 4.75 3.68  0.025
71 H -6.74 4.06 5.08  0.024
72 H -6.57 7.81 5.46  0.030
73 H -7.71 7.37 4.13  0.027
74 H -6.27 8.40 3.72  0.035
75 H 1.70 7.10 3.40  0.070
76 H 0.89 7.72 4.89  0.098
77 H 1.13 4.68 5.00  0.089
78 H 2.72 5.50 4.83  0.099
79 H 1.67 7.10 6.89  0.058
80 H 2.36 5.38 7.16  0.060
81 H 0.59 5.58 7.03  0.070
82 H -1.74 2.86 3.15  0.064
83 H -0.84 0.70 4.02  0.080
84 H 1.65 0.18 4.01  0.079
85 H 3.30 1.99 3.01  0.079
86 H 2.37 4.22 2.14  0.058
87 C -2.96 -2.52 -6.11  -0.134
88 O -2.05 -3.62 -6.09  -0.314
89 P -1.18 -3.79 -4.62  0.726
90 O -0.08 -2.88 -5.13  -0.243
91 O -0.85 -5.34 -5.02  -0.302
92 C -1.00 -5.86 -6.34  -0.109
93 O -0.35 -3.97 -3.15  -0.278
94 C 0.54 -5.05 -2.94  -0.122
95 H -3.48 -2.51 -7.07  0.085
96 H -3.70 -2.63 -5.31  0.078
97 H -2.42 -1.58 -5.98  0.084
98 H -0.55 -5.21 -7.08  0.095
99 H -2.06 -6.03 -6.55  0.084
100 H -0.49 -6.83 -6.38  0.085
101 H 1.31 -5.07 -3.71  0.098
102 H 0.00 -6.00 -2.90  0.076
103 H 1.03 -4.91 -1.97  0.086
104 C -0.15 -10.98 -5.40  -0.135
105 O 0.57 -11.29 -4.20  -0.310
106 P 0.57 -10.02 -3.04  0.723
107 O 1.83 -9.43 -3.66  -0.244
108 O 0.96 -11.09 -1.87  -0.301
109 C 1.47 -12.39 -2.13  -0.106
110 O 0.54 -8.75 -1.90  -0.285
111 C 1.14 -8.90 -0.63  -0.124
112 H -0.10 -11.85 -6.05  0.086
113 H -1.19 -10.76 -5.17  0.078
114 H 0.31 -10.13 -5.90  0.079
115 H 2.27 -12.38 -2.87  0.094
116 H 0.65 -13.04 -2.45  0.085
117 H 1.87 -12.79 -1.20  0.091
118 H 2.19 -9.17 -0.73  0.096
119 H 0.61 -9.63 -0.02  0.085
120 H 1.08 -7.93 -0.12  0.090

(2)
ORCA calculation (the ωB97M-V functional and the def2-TZVPD basis) on C4H6N2O in the gas phase at a distorted geometry.

Summary:
DFT total energy: -340.69056 Ha
Orbital gap: 9.6 eV
SMILES: N#C[C@@H](N)/C=C/O
Charge: 0
Relative energy (zero: lowest compared OMol25 entry of this formula, charge and spin): 2.840 eV
HOMO energy: -8.953 eV

Last column: Löwdin charge in e.
Geometry (Å):
1 N -0.33 -2.54 0.24  0.135
2 C -0.43 -1.40 0.13  -0.224
3 C -1.06 0.03 -0.01  -0.348
4 N -1.82 0.39 1.15  0.045
5 C 0.33 0.59 -0.03  -0.102
6 C 1.34 0.31 -0.88  -0.179
7 O 2.53 0.98 -0.79  0.011
8 H -1.64 0.11 -0.94  0.146
9 H -2.63 -0.21 1.28  0.086
10 H -1.28 0.35 2.00  0.086
11 H 0.43 1.48 0.58  0.117
12 H 1.35 -0.60 -1.47  0.124
13 H 3.22 0.51 -1.25  0.102

(3)
ORCA calculation (the ωB97M-V functional and the def2-TZVPD basis) on a molecular structure, C10H13BFeO4 at a distorted geometry.

Summary:
DFT total energy: -1977.31615 Ha
Orbital gap (alpha / beta): 7.8 / 5.0 eV
Charge: +2
Relative energy (zero: lowest compared OMol25 entry of this formula, charge and spin): 2.827 eV
HOMO energy (alpha / beta): -16.956 / -17.056 eV
Spin multiplicity: 5

Last column: Löwdin charge in e.
Geometry (Å):
1 C 7.26 -3.20 4.17  0.012
2 O 6.41 -4.16 3.52  -0.055
3 C 5.44 -3.77 2.60  -0.328
4 C 4.42 -2.76 2.76  -0.071
5 C 4.32 -1.81 1.58  -0.158
6 C 4.56 -2.43 0.21  -0.017
7 C 4.92 -3.77 0.18  0.034
8 C 5.28 -4.52 1.36  0.002
9 Fe 3.62 -4.74 2.86  0.382
10 C 2.03 -4.06 2.98  -0.063
11 O 0.89 -3.85 2.90  0.251
12 C 3.67 -5.51 4.41  -0.036
13 O 3.10 -6.08 5.27  0.244
14 C 3.12 -6.14 1.94  -0.040
15 O 2.47 -6.87 1.30  0.258
16 H 7.47 -3.62 5.16  0.116
17 H 8.19 -3.15 3.60  0.115
18 H 6.80 -2.21 4.27  0.105
19 H 4.22 -2.33 3.75  0.154
20 H 3.35 -1.29 1.62  0.148
21 H 5.06 -1.01 1.74  0.109
22 H 3.99 -2.08 -0.65  0.136
23 H 4.95 -4.30 -0.79  0.155
24 H 5.83 -5.47 1.26  0.166
25 H 5.15 -0.87 -0.34  0.042
26 B 5.12 0.49 -0.18  -0.002
27 H 6.28 0.77 0.08  0.198
28 H 4.71 0.91 -1.25  0.097
29 H 4.35 0.77 0.74  0.044